(1)
The following is a DFT calculation (ωB97M-V/def2-TZVPD) of a 2-piece molecular cluster, C5H14NO2 overall.

Results
Charge: -1
Relative energy (zero: lowest compared OMol25 entry of this formula, charge and spin) (kcal per mole): 13.9
Maximum force (eV/Å): 1.581

Each line ends with the natural charge from an NBO analysis.
CARTESIAN COORDINATES (ANGSTROEM)
C  2.30927  -2.01989  0.20407  -0.41
N  1.79174  -0.70351  -0.10349  -0.62
C  0.32239  -0.54755  0.17097  -0.06
C  -0.09045  0.77044  -0.46717  -0.44
C  -1.57347  1.22518  -0.27857  -0.03
O  -1.74811  2.48408  -0.82057  -0.89
C  -0.52463  -1.72010  -0.25499  -0.65
H  3.40215  -2.04575  0.22903  0.18
H  2.01922  -2.86950  -0.44116  0.15
H  1.92614  -2.30046  1.19185  0.18
H  1.96174  -0.47258  -1.07658  0.34
H  0.33210  -0.47896  1.26424  0.18
H  0.50324  1.58220  -0.04463  0.21
H  0.09678  0.79767  -1.54760  0.18
H  -2.26874  0.54190  -0.79051  0.11
H  -1.71645  1.19750  0.81893  0.12
H  -1.57060  -1.42675  -0.38650  0.23
H  -0.44145  -2.57464  0.41752  0.19
H  -0.33744  -2.09923  -1.27194  0.20
H  -1.68823  3.29300  0.21642  0.49
H  -1.01570  3.51193  1.77364  0.42
O  -1.68946  3.85504  1.19704  -1.10

=====

(2)
The following is a DFT calculation (ωB97M-V/def2-TZVPD) of a 3-piece molecular cluster, C5H14NO2 overall.

Results
Expectation value of S²: 0.754
Spin multiplicity: 2
Relative energy (zero: lowest compared OMol25 entry of this formula, charge and spin) (kcal per mole): 79.2
Maximum force (eV/Å): 6.382

Each line ends with the Mulliken spin population.
CARTESIAN COORDINATES (ANGSTROEM)
C  -2.15496  2.16282  -1.18905  0.00
C  -0.86108  2.51436  -0.47083  -0.01
C  0.03849  1.65204  0.38050  0.04
C  0.65471  0.59168  0.06535  -0.05
N  1.75003  0.05270  0.88978  0.20
C  1.59597  -0.71603  2.00618  0.79
H  -2.11907  1.76756  -2.27897  0.00
H  -3.08628  2.73682  -1.13641  0.00
H  -2.66962  1.23051  -0.57494  0.00
H  -1.25191  3.44775  0.09628  0.00
H  -0.04912  2.72613  -1.32446  0.00
H  0.14126  2.37936  1.26422  0.01
H  0.47817  -0.05669  -0.84882  0.00
H  2.57714  0.17136  0.45329  -0.02
H  0.38620  -1.02490  2.17641  0.00
H  2.31259  -1.25662  2.60946  0.02
H  1.32477  -4.12298  0.83326  0.00
H  0.04016  -3.32191  0.81663  -0.01
O  0.80826  -3.59424  1.34899  0.02
H  -0.32788  -2.98768  -2.05487  0.00
H  0.19119  -1.74557  -1.68705  0.00
O  0.22097  -2.60647  -1.37495  0.00

=====

What did the first record say?
The following is a DFT calculation (ωB97M-V/def2-TZVPD) of a 2-piece molecular cluster, C5H14NO2 overall.

Results
Charge: -1
Relative energy (zero: lowest compared OMol25 entry of this formula, charge and spin) (kcal per mole): 13.9
Maximum force (eV/Å): 1.581

Each line ends with the natural charge from an NBO analysis.
CARTESIAN COORDINATES (ANGSTROEM)
C  2.30927  -2.01989  0.20407  -0.41
N  1.79174  -0.70351  -0.10349  -0.62
C  0.32239  -0.54755  0.17097  -0.06
C  -0.09045  0.77044  -0.46717  -0.44
C  -1.57347  1.22518  -0.27857  -0.03
O  -1.74811  2.48408  -0.82057  -0.89
C  -0.52463  -1.72010  -0.25499  -0.65
H  3.40215  -2.04575  0.22903  0.18
H  2.01922  -2.86950  -0.44116  0.15
H  1.92614  -2.30046  1.19185  0.18
H  1.96174  -0.47258  -1.07658  0.34
H  0.33210  -0.47896  1.26424  0.18
H  0.50324  1.58220  -0.04463  0.21
H  0.09678  0.79767  -1.54760  0.18
H  -2.26874  0.54190  -0.79051  0.11
H  -1.71645  1.19750  0.81893  0.12
H  -1.57060  -1.42675  -0.38650  0.23
H  -0.44145  -2.57464  0.41752  0.19
H  -0.33744  -2.09923  -1.27194  0.20
H  -1.68823  3.29300  0.21642  0.49
H  -1.01570  3.51193  1.77364  0.42
O  -1.68946  3.85504  1.19704  -1.10

=====

Which value of relative energy (zero: lowest compared OMol25 entry of this formula, charge and spin) does entry 1 give?
13.9 kcal per mole